This record from OMol25 describes a molecular structure, C20H19N3O3S2 at a distorted geometry. The level of theory is ωB97M-V/def2-TZVPD.

Summary:
LUMO level: -0.55 eV
relative energy (zero: lowest compared OMol25 entry of this formula, charge and spin): 18.311 eV

Element x y z (Å)
1 C 0.54 -0.29 4.88
2 C 0.31 0.46 3.47
3 H 1.02 1.31 3.28
4 C 0.61 -0.50 2.36
5 C -0.38 0.00 1.41
6 C -1.35 0.58 1.80
7 C -2.42 0.85 0.97
8 O -3.32 1.79 0.98
9 N -2.15 0.50 -0.53
10 C -1.21 -0.33 -0.79
11 N -0.11 -0.76 -0.12
12 S -0.89 -0.85 -2.54
13 C 0.31 -1.90 -2.27
14 H 0.32 -2.62 -1.53
15 C 1.76 -1.26 -2.61
16 O 2.42 -1.68 -3.51
17 N 1.97 -0.60 -1.43
18 H 1.42 -0.61 -0.71
19 C 3.28 0.16 -1.64
20 C 3.92 -0.15 -0.13
21 C 3.85 0.86 0.98
22 C 4.58 -0.07 2.01
23 C 4.98 -1.12 1.39
24 O 4.63 -1.32 0.20
25 H 5.64 -1.66 1.70
26 H 4.54 0.48 2.98
27 H 3.23 1.78 1.19
28 H 3.21 1.16 -1.89
29 H 4.03 -0.44 -2.16
30 H 0.13 -2.81 -3.19
31 C -3.18 0.74 -1.61
32 C -4.06 -0.15 -1.87
33 C -5.10 0.00 -2.87
34 C -5.17 1.35 -3.25
35 C -4.26 2.29 -2.89
36 C -3.27 1.91 -2.22
37 H -2.58 2.92 -1.75
38 H -4.38 3.02 -3.35
39 H -5.88 1.50 -4.13
40 H -5.65 -0.88 -3.18
41 H -4.19 -1.37 -1.37
42 S -1.16 0.88 3.37
43 H 0.55 -1.60 2.76
44 H 1.67 -0.48 2.12
45 H 1.75 -0.59 4.95
46 H 0.29 0.56 5.67
47 H -0.23 -1.02 5.08